284
Properties=species:S:1:pos:R:3:forces:R:3 method="wB97M-V/def2-TZVPD" gap_ev=7.62 homo_energy_ha=-0.2732 energy_ha=-5959.12636
O -3.091595 -4.373233 1.670050 -3.24 -0.20 -1.89
H 0.041453 2.955620 5.228888 0.06 -0.02 0.27
C -6.270764 -0.850069 -0.621399 1.86 0.69 0.88
H 3.880661 1.099926 -8.379791 -0.18 0.11 0.20
C 1.116161 -5.060990 -6.871080 1.73 2.11 -2.85
C 2.577117 -4.905564 -7.555006 -1.90 -1.60 0.81
H 1.381153 1.455529 7.014884 -0.38 0.31 0.57
H -3.829959 -2.390303 8.428416 0.33 0.39 -0.32
H 2.514582 -5.292841 -2.452345 0.25 -0.81 0.06
C 1.698210 0.347524 -1.863012 -2.08 -1.59 -0.53
O 3.059632 5.044987 -2.247925 -2.80 0.38 -1.08
H -0.968924 7.705560 3.207891 0.62 0.18 0.60
H 0.097058 6.464202 0.765797 0.25 -0.46 0.49
O 2.034956 4.904107 -4.237648 -0.18 -0.56 -1.00
C -2.876605 -1.658458 -9.576138 -0.34 -0.03 -0.06
C 4.763969 -1.672676 -5.991636 1.51 -1.63 1.16
H -0.906122 4.916920 -3.325333 -0.09 0.32 0.19
H 3.532066 -0.324663 4.643925 0.23 0.19 -0.13
C -0.651043 6.666447 3.293450 -1.57 0.03 -1.40
H -0.334338 3.303903 7.303790 -0.13 0.27 -0.31
H -1.247572 -7.351653 2.130624 -0.27 -0.48 -1.06
H -3.279044 7.256802 -0.595638 -0.72 -0.65 0.48
C 1.673107 3.627883 6.694994 -1.24 -0.64 -3.37
C -4.102284 -4.607020 1.007103 1.62 -0.61 0.21
H -0.953083 8.053514 -0.785008 -0.16 -0.81 -0.37
C -5.003817 7.619313 1.241550 -0.49 -0.60 2.13
C -6.854317 -2.649629 6.774515 1.41 -0.13 -1.45
H -5.276725 -2.791238 -5.316230 -0.01 0.10 -0.15
O -0.747374 0.037485 1.662007 -2.47 -0.03 1.47
H 3.230382 1.228194 8.475103 0.71 0.14 0.67
H 7.843162 0.085463 -5.308404 -0.09 -0.50 0.31
H 5.224113 -0.599616 2.724614 -0.22 -0.15 0.68
C -0.043807 -2.506155 0.043496 -0.28 -0.20 1.97
O 6.220749 3.686050 2.719794 2.50 3.17 1.14
C -5.965448 -5.725090 0.270986 0.81 -0.59 -1.42
C 1.848652 1.300324 -0.706118 0.12 -1.00 -0.09
H -7.269234 -1.665756 6.993459 0.32 -0.08 1.03
H -2.188066 4.028361 1.632370 0.32 -0.10 -0.16
C -0.990551 6.396593 0.740658 0.78 0.10 -0.45
H 3.937768 -1.412792 1.847581 0.17 -0.45 0.04
H 1.095117 4.180672 4.547560 -0.25 0.52 0.38
C -4.863342 -4.305155 6.947100 1.52 -0.17 0.33
C 4.960132 -2.359898 -7.363262 -0.84 0.60 -0.43
C -4.374052 -2.342899 -4.901184 0.64 -1.19 -0.30
N -4.526378 -2.126592 5.722541 -1.62 -2.56 0.07
H 5.526509 -5.386553 0.824371 0.14 -0.21 -0.37
H 2.943142 2.431760 -6.481407 0.23 -0.02 -0.22
C 4.147990 -0.607466 2.551389 -1.13 -0.56 -0.87
O 0.185107 -4.105447 -3.686682 0.47 -1.10 -3.82
H 4.339274 4.924209 0.772646 0.01 -0.02 -0.03
H 5.215809 -3.419367 -7.347308 0.07 0.11 0.23
H 1.239378 0.134739 4.482860 0.06 -0.45 0.40
C 5.859995 0.856146 -5.494773 0.41 1.15 0.54
H -4.440859 1.185542 2.560251 -0.62 0.42 0.09
H -6.271302 -0.351534 2.370235 -0.45 -0.59 0.01
C 5.193504 5.076241 6.817022 -1.01 0.45 1.27
C -5.212005 -2.772316 6.886895 -2.63 -1.27 -2.94
H -4.738366 -0.420005 6.417967 0.01 0.71 0.34
H 4.960951 2.775751 7.307868 -0.34 -0.57 0.10
C -7.340644 -5.217399 0.519721 -1.47 0.19 -0.59
H -1.664865 -2.193326 4.107292 0.19 0.47 -0.39
H -7.250772 -2.719892 5.761600 0.71 -0.42 -0.55
H 4.151454 -2.255516 -3.902438 0.40 0.45 -0.20
C -4.828162 -2.119502 8.084381 0.60 0.03 4.69
H -3.687446 -0.538543 1.028343 0.05 -0.93 -0.33
C -1.403029 7.724287 0.151617 -0.44 1.12 2.03
C -5.198306 -5.021684 -0.951383 -2.15 0.05 1.26
C 4.233390 3.177362 8.013171 -0.70 -0.99 1.64
C -1.200288 -0.901557 -6.586951 2.84 -2.31 -0.12
H -2.627223 -2.694879 -9.348663 0.35 0.06 0.18
H 3.083231 -2.829781 -5.124717 -0.40 0.67 -0.34
H -5.426308 -4.923046 6.247542 0.21 0.57 -0.85
H -2.133976 -1.235319 -10.252572 0.62 0.19 0.62
H -3.670841 -1.761193 -10.315555 -0.93 0.22 0.67
O -4.921080 -0.832941 5.570801 -0.83 1.28 -0.25
H 0.619465 5.455560 -5.688188 0.39 -0.04 0.11
O 1.325784 -10.383888 0.628172 0.77 3.45 0.35
C -1.750018 -0.249595 -7.764189 -0.62 0.24 0.06
H 2.538823 -4.313896 -8.469643 0.11 -0.02 0.28
C 1.061098 -1.042719 -1.493422 -0.34 1.24 0.22
H 1.276439 0.033220 2.778136 -0.21 -1.06 -0.30
H -2.621384 -4.480634 7.637977 -1.00 0.17 0.95
H 6.216162 6.368123 1.708742 -0.81 -0.22 -0.53
H -5.144808 -4.852736 7.846569 -0.38 0.92 0.73
O 1.405534 -8.049058 0.398624 3.21 -0.50 -2.21
O 0.058212 -8.959614 1.718976 -2.16 -2.42 1.49
H -2.735703 -0.308412 -5.444658 -0.19 0.51 0.57
O 6.623239 1.853446 1.579486 -2.47 1.77 0.16
C -3.949865 0.456999 -8.513024 -0.90 -0.64 -2.19
H -1.608219 -1.854931 -1.686714 -0.22 0.08 -0.58
H -0.768176 -2.724540 0.828163 -0.69 -0.23 -0.23
H 2.747862 1.085119 -0.128873 0.12 0.18 -0.06
C 3.646445 2.020453 -5.757327 -0.47 -1.69 0.29
C -0.428337 -6.724873 -0.499341 0.74 -0.01 -0.06
H -4.638662 -5.712361 -1.582152 0.17 0.11 0.14
H -3.242920 -5.672536 6.584556 0.11 -0.05 -0.20
C -4.436387 1.263379 1.473039 -0.15 0.73 -0.26
C 6.234615 -1.469300 -5.411615 1.08 0.02 -0.77
H -0.714672 -0.883047 1.932463 -0.14 -0.19 0.71
H -3.067672 -1.133388 3.587658 0.34 0.72 0.73
C 0.539334 -7.002881 0.687527 -2.62 0.95 -0.54
O 0.531252 -5.891872 -4.938003 -2.38 -3.73 3.46
O 2.659833 -0.529163 -6.372771 -1.69 -0.89 -0.92
H -5.788148 -1.703970 -7.522860 -0.38 -0.16 -0.14
C -0.119777 -1.061135 -0.434635 0.50 2.11 -1.49
H -1.648997 -3.709759 5.998929 0.32 -0.02 -0.28
H 0.223555 2.908791 -3.979273 -0.45 0.17 0.29
C -0.227867 -7.631975 1.866562 1.80 2.72 1.82
H 3.046493 6.310871 8.499317 -0.26 0.22 0.25
C 0.694073 4.892605 -4.757805 -0.91 -1.15 0.71
N 2.881094 4.506657 6.518680 -0.44 -3.96 1.00
H -1.671830 4.253092 3.326471 -0.15 -0.22 0.01
N 3.979495 -0.482016 -6.085068 1.97 2.52 1.59
C 4.787964 1.096809 -7.775720 0.66 0.66 -0.98
C 3.452061 5.352379 8.823209 0.65 1.37 -0.26
H 2.852709 -3.962341 -1.468098 0.33 0.08 0.37
H 4.826726 4.361330 3.759461 -0.70 1.43 0.37
C 1.960833 -2.698333 3.975298 0.20 -6.49 -1.64
C -2.231656 -1.314357 6.612643 -0.71 -0.91 -0.49
C -0.503233 2.156275 -0.431108 1.32 1.16 0.66
O -3.668931 6.034832 3.330042 0.13 0.57 1.49
C 0.633352 1.339834 0.281797 -0.88 1.64 -1.20
H 5.180686 6.080852 6.394289 -0.41 0.13 0.30
C 4.534792 0.855691 -6.311398 1.70 -0.31 0.07
N 0.056289 0.038429 0.588693 4.61 -1.99 -2.35
H -1.030577 8.503228 0.816932 0.34 0.16 0.27
C 3.871633 4.580086 7.585773 0.94 -0.19 -1.34
H -0.419739 6.545971 -3.901913 0.11 0.18 0.55
C -1.486828 4.540292 2.291380 0.53 -0.90 0.73
C 0.418964 4.084505 7.410088 0.21 0.61 1.42
O 0.851966 5.582751 -2.532970 -0.63 0.49 1.10
H 6.361266 -1.520367 -4.330203 -0.67 -0.48 0.05
H -5.045475 2.021858 0.981283 -1.05 -0.09 0.72
H 0.308973 -7.322300 2.763226 0.10 0.26 0.37
H 2.915418 2.001486 6.444443 -0.36 -0.31 -0.96
C 2.034991 5.160634 -2.919671 3.58 -0.39 0.59
H 0.496835 -1.482560 -2.315770 0.81 -0.07 -0.56
H -3.479134 1.743958 1.271000 0.66 -0.96 -0.33
H 1.662105 -6.966020 -6.165890 0.19 -0.22 0.33
C -2.914968 7.874076 0.225650 2.04 0.38 -2.26
C -3.314356 -4.607717 6.806273 -1.34 -0.12 -0.07
O 4.996604 -6.347170 -1.576880 0.31 -1.17 -0.56
C 3.982286 -5.780902 -0.733006 -0.81 0.78 -0.29
H -0.521151 1.887868 -1.487393 -0.58 -0.08 0.15
H -1.901367 -3.399677 -7.169089 0.23 -0.14 0.20
C 2.114987 2.251611 7.140756 1.86 0.54 -0.80
O 1.726731 -3.896879 3.828285 0.79 0.98 1.05
O 2.705340 5.656732 5.854201 -0.81 1.60 -0.56
H 4.977847 6.849954 2.953200 0.18 0.11 -0.13
H 6.676103 6.333649 3.267479 -0.38 -0.14 0.84
C 0.081663 3.459999 -4.908873 1.47 0.37 -0.45
H -7.966157 -5.849901 -0.110193 -0.22 0.20 -0.38
H -7.831941 -5.353681 1.483133 0.82 -0.04 0.40
H -4.007814 -3.092021 -4.199198 0.28 -0.32 -0.04
H 0.117858 -6.589058 -1.432786 0.16 -0.23 -0.06
H 2.867351 -5.936768 -7.756171 0.18 -0.01 -0.61
H -0.956893 -0.325566 -8.508012 -0.51 0.51 -0.51
H 4.354351 5.601569 9.381679 0.06 0.05 0.12
C -3.290584 -2.166689 -6.047181 -0.97 -0.91 0.06
C 5.773824 6.156360 2.682190 0.64 -1.04 0.53
H 2.188321 1.776973 1.771311 0.10 -0.08 -0.09
C -5.723606 -1.013300 1.699253 1.10 1.50 -2.29
O -5.052821 -5.555246 1.329804 1.70 1.62 0.52
H -2.117357 9.245082 2.301248 0.02 0.00 -0.58
H 5.287204 2.061744 -7.863758 -0.23 0.37 -0.20
N -3.990206 -1.541432 -7.229543 2.55 0.49 1.10
H -5.494273 7.553237 2.212722 -0.60 -0.09 -0.01
O -5.064501 -2.283323 -7.772407 0.79 0.11 -0.06
H -1.360797 -0.954051 6.065022 -0.36 0.52 -0.20
H -0.886302 6.255174 4.275083 0.04 0.11 -0.03
H -0.776958 -1.852262 -6.911095 0.69 -0.06 -0.04
H 6.388147 1.808164 -5.547882 -0.56 0.51 -0.03
H -0.959342 3.541519 -5.221531 -0.02 -0.02 0.28
C 1.206186 2.158428 1.492047 -0.36 -0.89 1.01
H -4.790479 0.126357 -9.123055 -0.96 -0.19 0.69
O 1.039755 -1.874902 3.823893 -3.92 5.42 -0.81
H -4.265194 1.021848 -7.635745 0.17 -0.38 0.06
H 5.681023 -1.819818 -7.977062 0.36 -0.04 0.23
H 1.853481 -1.733875 -1.206156 -0.01 0.04 0.19
C -1.431161 -0.848871 -1.306473 0.33 -1.21 0.87
C -4.691690 -0.133314 0.904260 2.20 0.37 3.85
H 2.451017 2.641422 9.215219 0.32 0.07 0.33
H 4.687483 -3.953505 0.332086 -0.38 0.05 0.28
H 3.290195 -6.574867 -0.452420 0.31 -0.12 0.14
H -6.011879 -6.803582 0.119988 0.07 0.00 -0.10
O 4.447270 -4.520115 -2.602976 -2.11 0.85 -1.57
H 1.659487 2.622000 4.626423 0.32 -0.42 0.43
C 1.059497 -9.211798 0.906706 -1.55 -3.45 -0.95
H 4.473227 -3.628520 -4.915087 1.02 0.19 -0.17
H 7.077987 -0.103821 -6.860174 0.36 -0.40 -0.27
C 5.307748 -5.502811 -2.637447 4.59 1.61 4.75
C -0.069550 5.557680 -3.604030 -0.58 -0.11 -0.84
H 3.037418 1.465809 -5.043502 -0.24 0.61 0.61
C 3.181955 -0.835616 3.747011 -1.04 2.23 0.32
H -3.607628 1.144608 -9.286430 1.20 0.23 0.30
H -5.271882 6.727212 0.675510 0.25 0.02 -0.07
H 5.992653 5.048562 7.557765 0.33 -0.23 -0.30
C -3.509976 7.676916 1.594619 0.61 0.12 -0.57
H -2.051769 -3.960417 -5.448582 0.04 0.40 0.09
H -5.422413 8.500385 0.755146 0.54 0.09 -0.11
O 3.128337 -2.188406 4.080989 3.15 -0.46 0.63
H -4.270446 5.308273 3.151463 0.05 -0.13 -0.53
C -3.146616 8.916353 2.445001 0.16 -0.01 0.19
H 0.870484 -2.792890 0.563054 0.57 0.61 -0.08
O -6.849348 -0.881531 -1.677968 1.02 -0.21 2.30
H -1.923556 0.774087 -7.432460 0.02 0.31 -0.60
C 0.764172 -6.348143 -6.172949 2.67 -0.95 -2.73
H 6.924231 -2.163753 -5.891483 -0.61 -1.13 0.42
H -3.318062 -4.236973 -6.639562 -0.04 -0.28 0.03
H -1.771566 -1.803351 7.471301 -0.40 -0.54 0.06
H -2.340262 -0.628833 -0.746803 0.20 0.35 0.25
H 0.325464 -4.766178 -7.561008 0.17 -0.23 -0.47
H 3.973566 0.234370 1.881326 -0.39 0.60 0.67
H 5.476345 0.426217 -8.290054 -0.01 -0.44 0.39
H 5.618612 0.650159 -4.451993 -0.45 0.57 0.28
O 1.067422 -4.046341 -5.874467 -1.71 -0.08 1.77
H -0.118328 -3.251861 -0.748012 -0.43 0.38 -0.27
O -6.540203 -1.478632 0.565344 -0.82 -0.24 0.10
C -2.737893 -2.006655 4.150452 0.01 -0.40 -0.17
H 2.773332 4.886145 9.537391 -0.13 -0.31 -0.46
H 4.662129 3.226099 9.014123 0.95 0.36 -0.21
H -3.117839 8.754287 3.522499 -0.86 -0.24 0.05
C 0.463513 -4.636709 -4.787365 1.48 4.78 3.60
H 0.512153 4.183865 8.491544 0.38 0.14 0.22
H 3.179978 4.563677 2.087699 -0.03 -0.69 -0.15
H -5.889182 -4.388646 -1.508205 -0.06 -0.50 -0.40
H -0.377055 -0.357723 -6.123669 0.06 0.21 -0.14
C 6.902992 -0.187578 -5.787578 -1.40 1.34 -1.53
H -0.430757 4.349513 2.100559 -0.12 -0.81 -0.22
H -0.995693 -5.799228 -0.402484 0.00 0.01 0.55
N -3.001206 6.393312 2.171845 -0.12 0.07 -2.03
O -5.055956 -0.135991 -0.368503 -2.76 -0.40 -4.60
H 3.325837 -4.567497 -6.838609 -0.41 0.40 0.01
H 0.599195 2.834881 -5.636534 0.09 0.27 -0.31
H 3.960514 -5.242893 1.452354 -0.49 0.50 -0.26
C 5.221886 4.713366 2.806561 -0.15 1.22 0.47
C -2.196119 -1.238854 -5.621354 -2.83 1.53 2.63
C -3.125361 -2.232334 5.642078 2.35 -1.73 -1.24
H -0.177582 3.193422 -0.351191 -0.01 0.35 -0.44
H -3.178308 -2.808778 3.558215 -0.08 -0.12 0.21
H 1.942204 2.214432 -1.292421 0.22 0.79 1.13
H -1.167546 5.663826 -0.046627 -0.46 -0.63 0.38
H 0.617043 2.115661 2.408112 -0.46 -0.44 -0.06
H -7.508647 -4.189320 0.198881 0.20 0.11 0.13
H 1.155825 -6.128660 0.896718 -0.26 -0.02 0.36
H 1.326261 3.238761 1.410951 -0.05 -0.07 -1.10
H -1.458476 2.174082 0.093570 -0.09 -0.69 -0.23
H -5.123673 -1.779147 2.190839 -0.91 -0.44 0.00
H 5.337126 4.416047 5.961684 0.20 -0.22 0.36
H 2.253721 6.221137 6.485941 -0.34 0.90 -0.05
H -2.875456 -0.542375 7.034144 0.48 0.44 -0.23
H 4.161895 2.823268 -5.230168 0.22 -0.21 -0.21
C 4.187077 4.388186 1.709465 2.12 -0.17 1.08
H 4.033987 -2.208298 -7.917663 -0.26 -0.41 -0.06
H 2.247202 -0.186969 -5.576372 -0.47 -0.27 0.15
O -4.403257 -4.090804 -0.262804 1.79 -0.25 2.07
H -1.315495 -0.153154 -2.137556 0.11 0.04 0.19
O 4.591789 3.027935 1.566831 -1.63 -2.19 -2.27
C -3.118067 -0.827203 -8.260915 -0.78 0.79 -0.90
H -1.867461 -1.560920 -4.633244 0.44 -0.16 -0.11
H -5.418884 -2.607033 8.859918 -0.28 0.13 0.39
H -2.672502 -4.307815 4.774172 -0.64 0.40 -0.16
H -7.325012 -3.503890 7.261119 0.08 0.40 0.65
C 3.303126 -4.892208 -1.815331 0.05 1.00 0.67
H -3.084445 8.869970 -0.183706 -0.59 0.36 0.52
H 2.535266 0.196243 -2.544596 0.61 0.03 0.62
C -2.559895 -3.526645 -6.309836 -1.69 -0.02 -1.00
H -5.029795 -1.065607 8.276069 0.09 0.18 -0.60
H -3.795502 9.745831 2.163888 -0.03 0.07 0.29
C 1.068203 3.321319 5.217559 0.99 0.71 -0.15
H 0.403148 6.548796 3.042598 -0.05 0.00 0.14
H -1.132546 -7.548883 -0.614159 0.04 -0.08 -0.03
C 4.539018 -5.009335 0.558554 0.27 -1.14 -1.56
H 0.037092 -7.005763 -6.649375 -0.74 0.60 0.33
O 6.486625 -5.318646 -2.933741 -2.56 -1.50 -1.50
H 0.068842 5.052959 7.052877 -0.25 -0.11 -0.24
H 1.024806 0.883256 -2.532045 -0.58 -0.25 -0.28
C 5.888772 2.791512 1.891009 0.59 -3.28 -1.45
C -1.557853 5.998708 2.169976 -0.32 2.23 -0.96
C 3.010785 2.288386 8.349117 -0.86 -0.48 -0.49
C 4.130968 -2.593908 -4.938378 -1.38 -1.22 -0.24
H -4.681114 -1.565762 -4.201271 0.34 0.88 -0.74
C -2.702755 -3.786533 5.730966 1.25 1.28 0.01
C 1.561431 -0.519942 3.673065 2.38 0.10 -0.08